A cluster of 2 separate species, C6H12 in total, computed with the ωB97M-V functional and the def2-TZVPD basis.

The calculation puts the energy relative to the best compared isomer or geometry (same formula, charge and spin) at 168.8 kJ/mol.

Structure (XYZ):
```
18
Properties=species:S:1:pos:R:3:mulliken_charge:R:1
C 2.3540 0.8430 -0.3547 -0.667
C 1.5797 0.1421 -1.1792 -0.056
C -0.6157 -1.7896 0.9129 -0.685
C -1.6381 -0.9696 1.1419 0.028
C 0.2596 0.6040 -1.7218 -0.896
C -1.5112 0.5148 1.3269 -0.844
H -2.6454 -1.3826 1.2106 0.286
H 1.9081 -0.8487 -1.4972 0.318
H -2.1623 1.0590 0.6314 0.258
H -1.8077 0.8105 2.3408 0.339
H 2.0676 1.8374 -0.0159 0.241
H 0.2854 0.6690 -2.8162 0.340
H -0.5335 -0.1050 -1.4538 0.194
H 3.3036 0.4569 0.0065 0.265
H -0.4791 0.8426 1.1619 0.144
H -0.7579 -2.8606 0.7933 0.245
H 0.4032 -1.4119 0.8380 0.229
H -0.0103 1.5886 -1.3255 0.261
```

***

A cluster of 8 separate species, C53H112F3N9O3S in total, computed with the ωB97M-V functional and the def2-TZVPD basis.

Its charge is +6. The calculation puts the energy relative to the best compared isomer or geometry (same formula, charge and spin) at 577.1 kJ/mol.

Structure (XYZ):
```
181
Properties=species:S:1:pos:R:3:mulliken_charge:R:1
S 0.5896 -0.4390 0.7149 0.436
F 0.1127 -0.2248 -1.8603 -0.081
F 0.5705 1.6349 -0.9469 -0.044
F -1.4678 0.7158 -0.6844 -0.078
O 0.2486 0.3623 1.8089 -0.660
O -0.0931 -1.7602 0.8019 -0.107
O 2.0678 -0.5159 0.5516 -0.262
N -4.3965 -0.1931 2.0722 0.584
N 2.3335 -3.3894 4.6612 0.364
N 1.4082 -0.0158 -6.4978 0.543
N -1.4031 -4.9038 -2.8289 0.737
N 4.1829 3.2861 0.5608 0.682
N -1.2409 5.2117 4.0541 0.398
N -4.0050 -0.0795 -5.7887 0.183
N -2.9547 -1.6667 2.8762 0.481
N -4.3832 1.1909 -4.0408 0.205
C 4.3547 -2.5169 3.7143 -0.612
C -1.2471 -4.8970 -4.3583 -0.609
C 1.8005 -2.1541 5.4391 -0.980
C -2.2704 -3.6618 -2.3960 -0.859
C -5.6575 1.8815 2.4025 -1.228
C 1.8363 0.3554 -5.0333 -0.809
C 1.0447 -5.8808 7.6415 -1.360
C 1.6410 -4.6304 5.2958 -0.761
C -2.7202 5.3686 3.5221 -0.721
C -1.0075 -6.3652 -4.7933 -0.668
C 1.9799 -1.3530 -6.9129 -0.596
C 3.9211 2.9158 2.9925 -0.826
C -0.1386 0.4927 -0.7721 -0.235
C -3.8033 -2.5938 -0.7633 -0.667
C -0.3125 -1.5724 -7.2351 -0.264
C -1.2617 -7.1570 -3.5564 -0.928
C -3.9826 2.6549 -2.1323 -0.515
C -0.6032 3.9617 3.4412 -1.053
C -0.2537 8.9079 4.7019 -1.462
C 1.6853 -4.6155 6.9342 -0.335
C 4.2534 1.8081 1.0963 -0.855
C 1.8920 1.1727 -7.4040 -0.993
C 3.8772 -3.4957 4.8001 -0.711
C -2.0176 -6.2558 -2.5737 -0.471
C -1.5551 3.3159 5.5755 -0.772
C 2.1325 -3.2788 3.1369 -0.136
C -5.1265 -1.1657 2.7506 -0.446
C 5.6784 2.7104 -1.3604 0.346
C -0.0203 -4.8632 -2.0560 -0.975
C -0.4376 6.5341 3.8556 -0.986
C -4.2640 -2.1798 3.2158 -0.668
C 2.8590 3.5884 -0.2624 -0.708
C -2.7167 -3.6310 -0.9091 -0.162
C 3.3649 0.4484 -4.6442 -0.738
C -5.0300 2.1626 -3.1738 -0.592
C 4.0102 4.0044 1.9066 -0.731
C 0.8506 -2.4047 -6.7981 -0.337
C 3.5582 0.3845 -3.1148 -0.825
C -3.0522 -0.5615 2.1529 -0.518
C -1.7185 -2.2768 3.3261 -0.741
C 3.4342 1.6977 2.2878 1.097
C -1.1618 2.7744 4.1789 0.309
C -4.9158 1.0035 1.3889 -0.192
C -1.1976 4.7555 5.5542 -0.664
C 3.4746 -2.8822 2.4978 -0.211
C -0.0708 -0.3226 -6.5068 -0.383
C -3.9498 -0.0245 -3.6323 -0.352
C 5.4748 3.6202 -0.1366 -1.057
C 7.0162 3.0290 -2.0210 -1.564
C -1.1577 7.7174 4.5870 -0.019
C -4.1921 -0.5062 -7.1368 -0.730
C -3.5889 -0.8154 -4.7164 -1.129
C -4.3690 1.2123 -5.3844 -0.228
H -0.7346 9.8861 4.7126 0.371
H 5.6547 1.6400 -1.1558 0.129
H -1.8112 -6.6136 -5.4865 0.385
H 1.3168 -2.5903 2.9163 -0.208
H 1.6028 2.1662 -7.0615 0.341
H -2.9677 -6.2186 -3.1067 0.345
H -2.1918 0.0160 1.8488 0.221
H 2.2193 -1.2871 -7.9742 0.422
H 0.3846 8.8024 5.5791 0.386
H 1.9181 3.5609 0.2873 0.308
H -4.0335 1.5136 1.0021 0.096
H -0.4089 -4.2273 -4.5506 0.196
H 0.7574 -2.3999 5.6382 0.410
H 0.4393 4.0195 3.7542 0.365
H 0.9400 -5.6254 8.6960 0.379
H 1.0982 -3.7908 7.3382 0.348
H 0.5975 6.4524 4.1874 0.393
H 0.4659 9.0266 3.8919 0.354
H 3.9467 -0.3680 -5.0722 0.320
H 3.8604 1.1951 0.2852 0.121
H -1.3172 -2.8964 2.5241 0.310
H -1.7076 -2.7613 -2.6420 0.368
H -2.6068 3.1437 5.8047 0.320
H 0.6349 -5.3943 -2.7464 0.492
H 1.1538 -3.2131 -7.4635 0.518
H -5.9398 1.7380 -2.7493 0.347
H -0.3070 -1.3905 -8.3098 0.354
H -1.4952 7.3298 5.5482 0.283
H -4.7565 2.0208 -5.9865 0.471
H 0.4472 -3.8813 -1.9826 0.203
H -5.4164 3.0377 -3.6963 0.393
H 1.6825 -4.1834 2.7278 0.297
H 2.9740 1.1044 -7.5170 0.365
H 4.2936 -4.4945 4.6693 0.419
H -1.8561 -8.0373 -3.8010 0.472
H -0.7299 3.8580 2.3635 0.608
H -4.2006 -2.5114 0.2484 0.257
H 3.0895 1.2143 -2.5859 -0.145
H 7.1110 2.6408 -3.0351 0.389
H -4.4511 3.3469 -1.4325 0.494
H -4.3496 -3.1058 3.7650 0.524
H -4.6456 -2.6034 -1.4551 0.593
H 2.7106 -4.5462 7.2976 0.319
H -3.0670 -4.6305 -0.6513 0.498
H 0.0736 -6.1530 7.2281 0.350
H 2.3724 1.8387 2.0858 -0.563
H 2.3501 -2.1386 6.3803 0.358
H -0.3223 -0.3795 -5.4477 -0.032
H 7.1991 4.1007 -2.0994 0.372
H 3.4611 -2.1190 1.7197 -0.032
H 2.7615 2.9359 -1.1300 -0.150
H -6.1051 2.5902 1.7058 0.454
H 4.2055 -1.4789 4.0116 0.130
H -0.5949 1.8475 4.2655 0.457
H 3.7588 1.4079 -4.9791 0.366
H -3.3335 -1.8640 -4.7549 0.720
H -3.1675 -3.7075 -3.0135 0.447
H -0.9568 2.8155 6.3369 0.362
H 5.3838 -2.7057 3.4089 0.506
H 0.8646 -2.9459 -5.8521 -0.177
H -2.1196 -4.5708 -4.9244 0.330
H -0.3052 -7.5870 -3.2593 0.301
H -5.5811 0.7098 0.5771 0.264
H -0.1931 -5.1894 -1.0305 0.336
H -3.0367 2.9950 -2.5540 0.332
H 5.2966 1.5185 1.2226 0.554
H -3.3266 5.6884 4.3696 0.327
H -3.1093 4.4266 3.1357 0.167
H -4.6161 0.2427 -7.8057 0.352
H -5.0265 2.4468 3.0883 0.171
H -1.9578 -2.9503 4.1492 0.400
H 1.2923 1.2700 -4.7975 0.583
H -0.3737 6.6301 2.7717 0.480
H 1.9551 -1.3016 4.7778 0.272
H -1.8513 -3.5764 -0.2487 0.005
H -2.6884 6.0903 2.7059 0.369
H -4.0482 -0.2700 -2.5852 0.667
H 5.3385 4.6820 -0.3420 0.560
H 1.3413 1.0200 -8.3322 0.466
H 4.8576 2.9644 -2.0311 0.215
H -3.2271 -0.8161 -7.5378 0.217
H 3.8448 -3.7522 1.9555 0.446
H 1.6534 -6.7805 7.5507 0.367
H 6.1705 3.5162 0.6961 0.422
H -0.9343 -1.5277 3.4356 0.116
H 3.5531 0.7381 2.7910 -0.227
H 3.1126 4.6208 1.8587 0.351
H 3.0814 4.6061 -0.5830 0.465
H -1.9714 -6.5712 -1.5313 0.461
H 2.1304 -5.4804 4.8203 0.530
H -3.3907 -1.6217 -1.0330 -0.277
H 4.6174 0.2940 -2.8739 0.513
H 7.8291 2.6839 -1.3821 0.392
H -4.9553 -1.2825 -7.1917 0.389
H 3.1480 -0.5189 -2.6634 0.462
H -1.2945 -1.9992 -7.0308 0.247
H -6.5419 1.4811 2.8982 0.438
H -6.1860 -0.9745 2.8358 0.572
H 3.2979 3.1977 3.8412 0.423
H -3.7664 1.7986 -1.4935 -0.268
H 4.1645 -3.1877 5.8054 0.430
H -0.2311 5.0322 5.9753 0.379
H 4.8171 4.7052 2.1210 0.388
H -0.0577 -6.4680 -5.3181 0.393
H -2.1043 2.4251 3.7572 -0.440
H 2.8590 -1.5753 -6.3079 0.253
H 0.6057 -4.6196 4.9553 0.406
H 1.4928 -0.4788 -4.4215 0.185
H -2.0384 5.2780 6.0104 0.432
H -2.0707 8.0306 4.0805 0.389
H 4.9188 2.7999 3.4158 0.442
H -0.5375 0.5894 -6.8789 0.401
```

***

A structure of composition C15H27CoN5O2S2, computed with the ωB97M-V functional and the def2-TZVPD basis.

Its charge is +3. As for the spin multiplicity: 5. The calculation puts the energy relative to the best compared isomer or geometry (same formula, charge and spin) at 0.0 kJ/mol.

Structure (XYZ):
```
52
Properties=species:S:1:pos:R:3:mulliken_charge:R:1
Co 0.7911 -1.8384 0.7029 1.226
S 1.0543 -2.6389 2.8667 -0.146
S -2.2738 -2.2338 0.5785 0.372
O -0.8085 -2.6861 0.2189 -0.482
O 1.5367 -0.2448 0.4490 -0.794
N 2.1843 -3.3282 0.1305 -0.423
N 3.1839 -4.0780 3.5133 -0.372
N 1.4754 1.8910 1.2177 0.074
N 1.7344 1.4883 -1.0501 0.162
N 2.8626 -3.8208 1.2411 -0.288
C 1.5514 1.1053 0.1809 0.472
C 1.4359 1.3473 2.5700 -0.898
C -3.8268 2.7754 -2.2116 -1.402
C 1.8739 0.5601 -2.1680 -1.022
C 1.8347 2.8957 -1.3973 -0.693
C -2.6037 -0.7709 -0.2967 0.642
C 1.1988 3.3186 0.9951 -0.651
C -3.0072 0.4420 -2.3415 -1.030
C -3.4063 1.5390 -1.5592 0.846
C -3.4017 1.4604 -0.1799 -0.762
C 1.9700 3.8334 -0.2266 -0.711
C -3.2135 -3.5137 -0.2585 -1.121
C 2.4696 -3.5813 2.5081 0.946
C -3.0365 0.3297 0.4870 -0.559
C -2.5727 -0.7032 -1.6886 -0.289
H -2.8771 -4.4463 0.1555 0.475
H 1.5335 2.1163 3.3354 0.355
H 1.8409 1.1210 -3.1131 0.432
H -2.9256 3.1784 -2.6793 0.315
H -4.2988 -3.3495 -0.0217 0.426
H 3.0332 3.9528 0.0072 0.317
H 1.1057 -0.1873 -2.1731 0.297
H -4.2181 3.5136 -1.4984 0.394
H 3.7120 -4.3118 1.0725 0.221
H 0.4909 0.8252 2.7856 0.247
H -3.7320 2.3204 0.3980 0.403
H 4.0404 -4.6202 3.3635 0.237
H 2.9083 0.0831 -2.1857 0.278
H 2.8902 -3.9379 4.4468 0.222
H 2.2640 0.6833 2.7553 0.335
H 1.4697 3.8395 1.9189 0.403
H 2.8318 -2.9559 -0.5619 0.406
H -3.0859 0.2194 1.5617 0.532
H 0.9564 3.1513 -1.9690 0.425
H 2.6567 3.0470 -2.0990 0.470
H -3.0444 -3.4823 -1.3284 0.375
H -4.5831 2.5978 -2.9734 0.386
H -2.3081 -1.6065 -2.2185 0.383
H 0.1318 3.4119 0.8935 0.307
H -3.0703 0.4958 -3.4219 0.486
H 1.6547 4.8563 -0.4262 0.397
H 1.6169 -4.0634 -0.3060 0.381
```

***

A structure of composition C39H70BClN6O4Si2TeW, computed with the ωB97M-V functional and the def2-TZVPD basis.

Its charge is +2. As for the spin multiplicity: 3. The calculation puts the energy relative to the best compared isomer or geometry (same formula, charge and spin) at 11.3 kJ/mol.

Structure (XYZ):
```
125
Properties=species:S:1:pos:R:3:mulliken_charge:R:1
W -0.0545 1.2037 0.9584 1.539
Te 0.8795 -2.5935 -2.5470 0.153
Cl 6.6464 0.6255 -2.0470 -0.161
Si 4.0445 -3.5832 -3.1802 -0.079
Si -2.1449 -3.2773 -3.9889 0.060
O -0.5401 -0.1807 -0.4886 2.317
O -2.5337 -1.6489 0.2447 -0.606
O 1.7918 0.6700 1.2428 -0.545
O 0.7041 2.1964 -0.6645 -0.310
N -1.7991 0.0501 3.0981 0.523
N -0.1142 2.6517 2.5171 -0.091
N -2.0167 1.9459 0.4992 0.432
N -1.2560 2.4947 3.2799 0.184
N -2.8893 1.6971 1.5335 0.466
N -0.7249 -0.3511 2.3409 -0.033
C 2.8940 1.2787 -0.8263 1.269
C -2.9624 -3.5499 -5.6474 -1.060
C -2.2858 -0.9651 3.8193 0.324
C -2.3300 2.8767 -1.9117 2.739
C -1.4916 4.1437 -1.7078 -1.555
C -0.0811 4.0961 4.2211 -0.920
C 1.1667 -3.2888 3.2574 -1.934
C -1.5370 -2.0791 3.5111 -0.820
C 0.5903 3.6676 3.0828 -0.243
C 2.2357 -4.1172 -3.1965 -0.981
C 1.6726 5.8385 2.6208 -1.777
C -1.2412 3.3556 4.3088 0.392
C 4.0598 1.2560 -1.6170 -1.267
C 5.2092 0.7012 -1.1096 -0.022
C -3.1001 -1.9493 -3.0344 0.009
C 4.0833 0.1965 0.9780 -0.303
C -2.7952 2.3454 -0.5628 -0.615
C 1.8835 4.3146 2.6355 2.528
C 5.2167 0.1909 0.1938 -0.787
C -3.4255 -0.8374 4.7668 -1.350
C 4.3127 -2.3193 -4.5365 -0.977
C -0.4154 -3.8604 1.4006 -1.843
C 5.1130 -5.0964 -3.4289 -1.042
C -2.1214 -4.8667 -2.9994 -0.928
C 2.9704 3.9550 3.6592 -1.826
C 1.7673 1.9946 -1.3089 -0.390
C 0.4044 -2.7251 2.0438 3.374
C -1.5979 1.8291 -2.7614 -1.008
C -0.4088 -2.5934 -4.2638 -1.076
C -4.1242 2.2886 -0.1791 -0.870
C -3.5668 3.2772 -2.7334 -2.416
C 4.4287 -2.8156 -1.5054 -0.089
C 2.3532 3.9139 1.2492 -1.219
C -2.3201 3.4516 5.3257 -1.498
C 2.8894 0.7116 0.4657 0.081
C -0.5746 -1.6847 2.5779 -1.102
C -4.1482 1.8850 1.1498 0.295
C -5.3260 1.6819 2.0321 -1.385
C 1.4387 -2.2731 1.0301 -0.913
B -2.3516 1.4675 2.9635 -1.157
H -4.2113 2.4247 -2.9468 0.441
H -3.2179 -0.0951 5.5352 0.239
H 5.4643 -2.4757 -1.4831 0.422
H -3.9867 -3.9058 -5.5422 0.339
H -4.9825 2.5357 -0.7714 0.783
H -5.3213 0.6838 2.4675 0.186
H 2.6161 6.3262 2.3794 0.468
H 1.8040 2.4630 -2.2961 0.535
H -0.6400 3.9875 -1.0509 0.167
H -2.3916 -2.3065 0.9414 0.213
H -6.2375 1.8006 1.4529 0.465
H 0.1198 -3.1640 -5.0273 0.543
H 1.5712 4.0612 0.5052 0.148
H -3.0279 -2.0909 -0.4593 0.217
H -1.6559 -3.0580 3.9351 0.668
H 1.9234 -3.9923 2.9111 0.463
H -0.4419 -1.5682 -4.6322 0.541
H 3.9154 -2.6736 -5.4885 0.368
H -3.1277 -5.1389 -2.6814 0.389
H 6.1720 -4.8430 -3.4448 0.330
H -3.5978 -1.7936 5.2543 0.472
H -3.9775 -2.3615 -2.5339 0.580
H -3.2501 1.6022 3.7223 -0.017
H -1.4898 -4.7825 -2.1125 0.202
H 1.9052 -3.1642 0.6085 1.024
H -1.2705 -0.8445 -0.2297 -0.189
H 2.7122 2.8896 1.2249 -0.082
H 2.7184 4.3114 4.6564 0.401
H -1.2133 -4.2197 2.0488 0.335
H 3.8152 -1.3766 -4.2999 0.258
H -2.0593 4.2166 6.0529 0.430
H -0.8359 -3.5508 0.4400 0.181
H 0.2249 4.8733 4.8945 0.629
H 2.2154 -1.6893 1.5079 -0.134
H 4.8843 -5.5969 -4.3701 0.326
H -4.3414 -0.5441 4.2554 0.195
H -1.7389 -5.6964 -3.5932 0.351
H -0.6166 1.5572 -2.3757 -0.471
H -1.4138 2.2341 -3.7566 0.636
H -2.2115 0.9351 -2.8952 0.214
H -5.3400 2.4056 2.8464 0.264
H 3.1895 4.5524 0.9648 0.640
H 3.1204 2.8757 3.7139 0.325
H 4.9582 -5.8185 -2.6260 0.317
H -0.8646 0.2397 -1.3042 -1.047
H -3.2721 3.7218 4.8708 0.304
H -1.1242 4.4962 -2.6718 0.453
H 4.1058 -0.1950 1.9831 0.653
H 3.7825 -1.9584 -1.3043 -0.587
H 2.0525 -5.0003 -2.5861 0.523
H 0.9375 6.1266 1.8689 0.362
H 6.1384 -0.2212 0.5793 0.523
H -2.4530 2.5083 5.8537 0.251
H 3.9142 4.4165 3.3686 0.460
H 4.3050 -3.5398 -0.6989 0.378
H -3.2369 3.6867 -3.6873 0.480
H 4.0435 1.6861 -2.6091 0.587
H -2.1066 4.9347 -1.2798 0.417
H 1.0183 -1.7120 0.1976 -0.955
H 1.9101 -4.3547 -4.2097 0.412
H -4.1534 4.0453 -2.2334 0.458
H 0.2417 -4.7051 1.1951 0.555
H -2.9914 -2.6307 -6.2337 0.323
H 0.5111 -3.8208 3.9435 0.415
H 1.3402 6.2246 3.5807 0.361
H 5.3709 -2.1095 -4.6854 0.363
H -3.4605 -1.1671 -3.7023 0.345
H 1.6662 -2.4943 3.8123 0.426
H -2.4159 -4.2945 -6.2271 0.317
H -2.4680 -1.4653 -2.2835 -1.072
```